Entry 1:
# C7H8NO4P

The ion C7H8NO4P with charge -2 at a distorted geometry (ωB97M-V with the def2-TZVPD basis set, the OMol25 dataset).

The geometry in XYZ format:
```
21
Properties=species:S:1:pos:R:3:forces:R:3
P 0.4462 0.2634 2.5114 2.032 -1.345 1.333
O 1.3973 1.3470 2.0232 -0.957 0.222 0.010
O 1.2178 -0.8246 3.2809 -1.116 0.613 -0.111
O -0.9203 0.5797 3.0512 -0.115 0.530 -0.552
O 0.8181 -1.8320 0.6330 -1.705 -1.285 -0.352
N 0.0903 -0.6567 0.8882 0.073 0.169 0.430
C -1.2597 -0.0873 -2.4994 -1.908 -0.908 -0.494
C -1.3788 1.8681 -1.1117 -1.544 2.982 -2.633
C -0.7784 -0.8120 -1.3991 0.731 1.617 -0.291
C -0.8078 1.2322 -0.0983 -0.421 -0.590 1.062
C -0.4770 -0.1067 -0.2020 0.415 -1.838 -0.465
C 2.1469 -1.5728 0.8553 1.793 -1.410 -0.619
C -1.6544 1.2299 -2.3519 0.829 -0.502 0.034
H 2.5066 -0.8634 0.1887 0.811 1.385 -1.959
H -2.0725 1.5852 -3.2824 -0.254 1.156 0.381
H -1.6140 2.9762 -1.0500 0.166 -1.335 0.188
H -1.7086 -0.5240 -3.4761 1.442 0.021 1.600
H 2.8280 -2.4581 0.8297 -1.008 0.012 -0.247
H 2.2765 -1.1291 1.7731 0.413 0.634 2.341
H -0.6848 1.5562 0.8964 0.164 1.460 0.625
H -0.3713 -1.7711 -1.4603 0.158 -1.588 -0.278
```
Positions in Å, forces in eV/Å.

Properties
HOMO level: -0.01 eV
E: -26356.8516 eV
Kohn-Sham gap: 6.0 eV
Charge: -2
Max |F|: 4.27 eV/Å
Relative energy (zero: lowest compared OMol25 entry of this formula, charge and spin): 316.1 kJ/mol
SMILES: CON(c1ccccc1)P(=O)([O-])[O-]

***

Entry 2:
# C48H72O36

A cluster of 12 separate species, C48H72O36 in total at a distorted geometry (ωB97M-V with the def2-TZVPD basis set, the OMol25 dataset).

The geometry in XYZ format:
```
156
Properties=species:S:1:pos:R:3:forces:R:3
O -0.5909 1.6137 -1.2881 -2.089 -0.370 -1.343
O 4.9546 -0.4614 3.9568 1.156 -2.208 -1.437
O -4.7921 2.9534 2.7022 -2.488 -2.353 -1.302
O 1.3699 1.0519 -0.6230 2.102 1.969 0.063
O 4.0403 -3.5542 -3.6929 -0.672 -0.893 1.593
O 0.2183 -7.6246 2.0908 1.149 0.351 0.784
O -2.3772 -1.8733 0.7792 0.491 0.081 1.099
O -4.7555 1.2904 -2.4668 1.560 -0.058 -0.108
O 4.8816 -2.0221 -5.0418 -0.264 -0.138 0.657
O 0.9349 3.2598 -1.0577 -0.739 -3.938 -0.349
O 7.8506 -0.7717 -1.3428 -0.753 1.269 -1.196
O 6.0032 0.2404 -0.6683 0.910 -1.393 0.907
O -1.6120 -7.2423 1.0201 -2.075 0.588 -0.800
O -3.5616 -3.7376 1.3850 0.286 1.057 -0.235
O -1.0401 0.5499 3.2802 0.537 -0.945 0.478
O -3.2897 4.3637 3.1459 1.819 2.670 1.180
O 3.5861 -1.4441 -3.2651 0.395 0.204 0.193
O -1.7931 4.5639 -3.0419 0.455 1.369 -1.923
O -6.4808 0.0189 -2.8667 -1.093 0.238 1.355
O 1.3043 5.8848 0.5200 0.180 0.483 0.718
O -3.2607 6.1385 -2.5070 -0.115 0.779 0.173
O -5.4278 4.9205 3.5006 0.669 -0.365 -0.189
O -2.1207 6.3242 -4.4572 -0.362 -0.978 2.064
O -0.6426 6.0288 1.5995 -0.148 -0.327 -0.595
O -3.9280 -2.6432 -0.5435 -0.769 -0.844 0.048
O 6.6977 0.8037 -2.6961 1.531 -1.871 1.351
O -0.8173 -9.3566 1.0483 -0.031 3.741 1.316
O 6.4557 -1.5676 2.6275 2.359 0.327 0.098
O -0.5947 -1.6199 3.8840 1.992 1.375 -0.584
O -2.5857 -0.8121 4.0585 -1.904 0.358 0.452
O 2.4760 3.4949 5.2886 -0.176 -0.351 2.646
O 4.3805 -1.9903 2.4234 -2.881 -0.147 -0.260
O -6.7144 1.9662 -1.5828 1.847 -3.515 -2.186
O -0.4587 6.5734 -0.5984 -2.536 -0.555 2.228
O 4.7292 3.4346 5.3015 -1.851 0.422 -0.883
O 3.5113 3.7939 3.4254 0.632 0.721 -1.173
C 6.4450 -2.5815 1.6287 -1.663 -1.308 0.249
C -5.8148 -1.1691 -4.7702 0.676 -0.326 0.260
C 5.1743 -3.2641 -5.6771 0.373 -0.171 -0.183
C -4.8803 4.8178 -1.2552 1.193 0.566 -0.425
C -5.3983 -0.7443 -3.3615 -0.057 -0.205 -1.046
C -3.6047 2.2351 2.5489 0.934 -1.638 -0.715
C 0.5732 7.9680 -2.1985 -0.492 -0.051 0.696
C -2.3739 5.7484 -3.4142 0.817 0.291 -2.152
C 3.6618 3.5822 4.7399 2.517 -0.568 0.187
C -0.0244 -6.2155 2.3033 2.055 0.338 -0.280
C -1.3493 -0.5294 3.7179 0.335 1.212 -0.951
C 6.9602 0.0141 -1.5628 0.582 -0.302 -0.414
C -1.4030 -2.7470 3.9897 -0.311 -1.296 1.053
C 2.1333 3.8142 3.0566 -1.075 -0.223 0.651
C -4.5711 4.1524 3.1470 -1.892 1.730 0.763
C -1.1671 -5.9624 1.3932 -1.159 1.169 0.001
C 5.5212 1.5343 -2.4262 0.049 1.217 -1.690
C 4.9240 -3.0080 1.6313 1.758 -0.596 -0.173
C -3.2455 -2.6596 0.5829 0.899 -0.524 0.066
C -0.0086 6.1209 0.5892 -0.179 0.619 0.935
C 4.4598 1.9387 -0.1505 -0.424 -0.890 -0.355
C -3.5133 1.3652 1.2851 -1.397 0.500 0.410
C 1.7521 6.2305 -0.7600 2.029 -1.409 -1.398
C 1.2629 -5.3740 1.9766 -0.739 -1.072 0.458
C 1.4527 3.8344 4.4214 -0.310 0.546 -1.034
C 4.3439 -3.2324 0.2299 -0.091 0.250 0.663
C -5.1563 -4.2740 -1.8450 0.638 -0.273 1.034
C -4.1954 0.2153 -3.2479 -0.914 -0.543 -0.195
C -0.6919 0.2240 -1.0327 0.414 -1.716 0.689
C 0.7569 -0.1848 -0.7371 -0.326 -0.720 -0.511
C -0.7914 -3.6922 5.0423 -0.270 -0.412 -1.834
C 4.7294 -4.2730 -4.6460 0.106 -2.982 -0.793
C -2.5957 3.3362 2.5414 1.260 -0.993 0.212
C 3.8172 -5.3749 -5.2054 -0.450 0.377 -0.876
C -4.9610 -3.6384 -0.4408 -1.109 -0.402 -1.570
C -0.7641 -8.1594 1.3919 0.835 -5.021 -1.535
C 4.1471 -2.2860 -3.9007 -0.277 2.509 -1.316
C 0.9672 -0.9018 0.5513 -0.053 0.486 0.037
C 4.9307 0.9000 -1.2414 -1.657 1.870 1.985
C -2.6577 -2.1380 4.5187 -0.729 -0.781 0.688
C 1.7699 2.6207 2.2682 -0.105 -0.417 -1.161
C 0.6178 2.0446 -1.0525 1.366 4.235 1.247
C 0.5163 6.5236 -1.5345 1.204 2.356 -3.546
C -2.3576 4.1325 -1.8745 -1.318 -2.557 1.001
C -4.5881 -4.5198 0.7697 -0.347 0.511 -0.351
C 5.2701 -1.3121 3.1362 -1.279 2.796 0.514
C -6.0590 1.1191 -2.2220 -1.628 3.094 1.305
C -3.3759 5.1901 -1.4593 0.082 -1.402 1.137
H -5.3725 5.7466 -0.9670 -0.151 -0.145 0.179
H -1.7820 2.9730 3.1691 0.384 0.610 -0.183
H -1.0561 -0.4564 -1.8025 -0.320 0.924 -0.755
H 4.8190 -3.9184 2.2213 -0.104 -0.265 -0.126
H 0.6931 2.6070 2.0999 -0.199 -0.014 0.225
H 0.1890 -3.9446 4.6383 0.308 0.018 0.707
H -5.4541 -4.5751 1.4293 0.157 -0.031 0.134
H -1.3350 0.0211 -0.1763 0.095 0.410 0.043
H -3.6001 -2.6068 4.2355 0.140 0.143 -0.268
H -4.1960 -4.5985 -2.2458 0.232 0.277 0.029
H -6.6242 -1.8986 -4.7964 -0.130 0.138 0.392
H -2.8617 3.1759 -2.0119 -0.131 -0.248 -0.446
H -6.1287 -0.3011 -5.3499 0.241 -0.028 -0.048
H -2.5508 -2.2310 5.5994 -0.494 0.744 0.248
H -0.3944 8.3525 -2.5209 -0.264 -0.809 -0.556
H 5.6073 -4.7273 -4.1865 0.001 -0.020 0.211
H -2.2436 3.6749 1.5670 0.045 -0.200 -0.146
H -5.0702 4.0390 -0.5167 0.276 0.140 0.118
H 1.7896 4.6853 2.4986 0.904 0.267 0.048
H -3.9331 1.9746 0.4847 0.439 0.034 -0.429
H 3.4525 -6.2031 -4.5979 0.869 0.081 0.528
H 2.1818 2.7558 1.2681 0.261 -0.517 0.034
H -0.8148 -3.2812 6.0516 0.384 0.148 -0.266
H -5.7091 -5.2115 -1.7852 -0.498 0.284 0.052
H 2.4833 7.0289 -0.8864 -0.131 0.407 1.126
H -2.8352 5.4403 -0.5465 -1.079 1.682 0.354
H -5.8551 -3.0738 -0.1765 -0.170 -0.112 -0.037
H 7.0471 -3.4166 1.9867 0.247 0.208 -0.193
H 1.2748 -0.6781 -1.5596 -0.321 -0.285 -0.258
H 2.8706 -4.9492 -5.5383 0.017 0.543 -0.126
H 3.7400 2.6502 -0.5553 -0.092 -0.095 -0.012
H 2.0659 1.6889 2.7502 0.120 -0.060 -0.129
H 4.6437 -4.2265 -0.1016 0.108 -0.029 0.022
H -3.3673 -0.2897 -2.7505 -0.041 0.413 0.343
H 4.2676 -5.7582 -6.1210 0.152 -0.294 0.102
H 0.6750 3.0781 4.5274 -0.255 0.421 -0.046
H 2.0752 -5.8158 2.5537 0.076 0.360 0.140
H -1.5479 -3.1425 2.9844 0.215 -0.464 0.041
H -1.5857 3.8794 -1.1477 0.088 0.664 0.152
H 2.2782 5.3472 -1.1222 -0.155 -0.080 -0.239
H -5.6032 -3.5563 -2.5330 -0.139 -0.300 0.121
H -4.2399 -5.5375 0.5937 0.245 0.139 -0.353
H 1.1557 4.8742 4.5583 -0.565 -0.211 0.709
H 5.2589 2.4898 0.3452 0.562 0.006 -0.764
H 0.3610 -0.3427 1.2640 -0.069 -0.564 0.488
H -4.1952 0.5172 1.3480 0.118 -0.203 0.175
H 1.1260 -4.3164 2.2022 -0.042 -0.049 0.305
H 6.2387 -3.4123 -5.8591 0.046 0.553 0.012
H 0.3082 5.7594 -2.2833 -0.116 -0.012 0.013
H -0.9792 -5.3775 0.4929 0.389 -0.059 -0.042
H 1.5606 -5.4291 0.9295 -0.331 -0.266 -0.115
H 4.8846 1.4257 -3.3043 -0.052 0.291 0.040
H 0.7471 8.7256 -1.4343 0.632 -0.276 0.510
H 6.7077 -2.3005 0.6088 0.492 0.778 0.409
H 2.0095 -0.7374 0.8244 0.071 -0.560 0.137
H -1.3609 -4.6215 5.0402 -0.144 -0.086 0.119
H 4.0286 1.4452 0.7205 -0.433 -0.316 -0.310
H -1.9267 -5.4281 1.9639 -0.353 -0.155 -0.285
H -4.9666 -1.6851 -5.2201 0.106 0.209 -0.350
H -3.5007 1.6031 3.4309 0.151 0.019 0.070
H -2.5047 1.0008 1.0902 -0.128 0.316 0.150
H 3.2541 -3.2281 0.2542 -0.035 0.118 -0.026
H -5.1924 -1.6132 -2.7365 -0.380 0.072 0.178
H -5.3365 4.4845 -2.1873 0.188 -0.037 -0.104
H -0.3399 -6.1143 3.3417 0.298 0.135 0.055
H 1.3011 8.1528 -2.9885 0.017 -0.543 -0.010
H 4.7062 -2.5155 -0.5069 -0.103 0.181 0.112
H 4.6676 -3.3690 -6.6364 -0.297 0.276 0.089
H 4.1969 0.1781 -1.5997 -0.363 -0.027 0.633
H -3.8557 0.5121 -4.2401 -0.096 0.633 0.142
H 5.7739 2.5800 -2.2506 0.076 0.082 -0.121
H 0.6898 -1.9486 0.4268 0.044 0.009 0.460
```
Positions in Å, forces in eV/Å.

Properties
HOMO level: -10.11 eV
E: -124653.8716 eV
Kohn-Sham gap: 9.5 eV
Max |F|: 5.32 eV/Å
Relative energy (zero: lowest compared OMol25 entry of this formula, charge and spin): 541.9 kJ/mol
SMILES: C[C@H]1COC(=O)O1.C[C@H]1COC(=O)O1.C[C@H]1COC(=O)O1.C[C@H]1COC(=O)O1.C[C@H]1COC(=O)O1.C[C@H]1COC(=O)O1.C[C@H]1COC(=O)O1.C[C@H]1COC(=O)O1.C[C@H]1COC(=O)O1.C[C@H]1COC(=O)O1.C[C@H]1COC(=O)O1.C[C@H]1COC(=O)O1

***

Entry 3:
# C5H13N3

A cluster of 2 separate species, C5H13N3 in total at a distorted geometry (ωB97M-V with the def2-TZVPD basis set, the OMol25 dataset).

The geometry in XYZ format:
```
21
Properties=species:S:1:pos:R:3:forces:R:3
N 2.8119 -0.7975 0.1152 -2.612 1.706 1.362
N 1.4319 -0.2450 0.8815 2.983 -1.326 -0.158
N -0.4212 -2.0501 0.1773 0.039 -0.160 0.195
C 1.3744 0.8957 1.4202 1.903 0.658 -0.598
C -0.0713 -0.7782 -0.3397 -3.273 0.132 -2.949
C -0.6416 1.5233 -1.1143 -0.077 -0.353 -0.111
C -1.0169 0.2219 -0.4885 1.216 -1.277 0.298
C -2.4164 0.0848 0.0255 0.084 -0.236 0.229
H -2.4369 -0.4181 0.9966 -0.119 -0.005 0.004
H -2.9029 1.0534 0.1319 -0.050 0.063 0.051
H -1.3796 1.8288 -1.8578 0.012 0.118 -0.095
H -1.3548 -2.3563 -0.0819 0.285 0.124 0.073
H 0.6914 -0.8432 -1.1226 0.312 0.537 0.716
H -3.0267 -0.5111 -0.6691 -0.054 0.061 0.113
H 3.1706 -1.5269 0.7219 -0.057 0.237 0.241
H 2.2515 1.5327 1.5303 0.155 0.013 -0.048
H 0.4506 1.3946 1.6826 -0.454 -0.696 0.109
H -0.6027 2.3151 -0.3636 0.038 0.297 0.158
H 0.3325 1.4712 -1.5908 0.164 0.027 -0.136
H 0.2665 -2.7568 -0.0651 -0.292 0.182 0.088
H 3.4896 -0.0383 0.0103 -0.204 -0.102 0.456
```
Positions in Å, forces in eV/Å.

Properties
HOMO level (spin up / spin down): -6.59 / -6.59 eV
E: -9861.8478 eV
Kohn-Sham gap (spin up / spin down): 7.4 / 7.4 eV
Max |F|: 4.41 eV/Å
Relative energy (zero: lowest compared OMol25 entry of this formula, charge and spin): 436.0 kJ/mol
SMILES: CC(C)=CN.C=NN

***

Entry 4:
# C23H23S

A cluster of 2 separate species, C23H23S in total at a distorted geometry (ωB97M-V with the def2-TZVPD basis set, the OMol25 dataset).

The geometry in XYZ format:
```
47
Properties=species:S:1:pos:R:3:forces:R:3
S -1.4290 -0.7487 0.1788 -0.864 -0.487 0.340
C 1.8462 3.9338 -1.4648 -0.105 -0.226 -0.156
C 1.6556 -2.7031 0.2921 -0.059 -0.003 -0.120
C -1.3917 -0.3509 -6.5776 0.011 0.100 0.199
C -2.1442 1.8732 -5.9745 0.170 -0.236 0.035
C -2.3728 0.7780 0.2900 -0.013 0.507 -0.396
C 1.9254 -3.9935 0.7435 -0.091 0.060 -0.137
C 0.5769 -1.1080 -1.2769 1.054 -0.319 -0.631
C -0.7526 0.5981 -4.4233 -0.260 -0.009 -0.477
C -1.4539 1.7782 -4.7664 0.083 -0.179 0.080
C 1.7869 3.7454 -2.8529 -0.092 -0.187 0.232
C -0.0844 0.4657 -3.1139 0.107 -0.377 0.400
C 1.3674 -5.0981 0.0819 -0.014 0.416 -0.077
C 1.2402 3.0062 -0.6102 -0.039 -0.040 -0.274
C 0.5892 1.8933 -1.1419 -0.028 -0.082 0.013
C -0.7386 -0.4665 -5.3504 -0.063 0.238 0.050
C 0.5404 -4.8949 -1.0300 -0.017 0.272 -0.117
C -0.0627 -0.7826 -2.4919 -0.183 0.205 -0.399
C 1.1467 2.6258 -3.3775 -0.092 -0.232 0.089
C -2.1070 0.8122 -6.8893 0.137 0.016 0.318
C 0.5440 1.6611 -2.5299 0.316 0.759 -0.008
C -1.2556 -1.1255 1.9273 0.475 -0.290 0.254
C 0.2779 -3.6011 -1.4906 0.043 -0.187 0.253
C 0.8405 -2.4853 -0.8397 -0.382 -0.103 0.182
H -2.0760 -0.6731 2.4946 0.241 -0.156 -0.164
H 2.0667 -1.8354 0.8148 -0.036 -0.295 -0.136
H 0.0816 1.1856 -0.4800 0.355 0.480 -0.236
H 1.5782 -6.1103 0.4332 -0.084 0.341 -0.120
H -2.6325 0.8936 -7.8419 0.169 -0.031 0.286
H 2.3652 4.7993 -1.0536 -0.160 -0.214 -0.106
H -1.4693 2.6163 -4.0642 -0.052 -0.314 -0.242
H -2.7058 2.7808 -6.2014 0.186 -0.293 0.037
H -0.1753 -1.3704 -5.1079 -0.173 0.266 -0.192
H -1.3411 -1.1756 -7.2894 -0.041 0.263 0.188
H 1.2732 3.1417 0.4723 -0.024 0.029 -0.345
H 0.0949 -5.7464 -1.5484 0.171 0.268 0.195
H 2.2427 4.4674 -3.5316 -0.102 -0.212 0.245
H 1.1234 2.4721 -4.4594 0.041 0.068 0.390
H -0.3777 -3.4509 -2.3494 0.223 -0.186 0.265
H -0.6066 -1.5823 -2.9997 0.137 0.330 0.227
H -3.0190 0.8277 -0.5935 0.125 0.060 0.242
H 2.5724 -4.1364 1.6111 -0.232 0.014 -0.285
H -1.7008 1.6400 0.2908 -0.317 -0.008 0.142
H 1.2600 -0.3729 -0.8438 -0.412 -0.187 -0.016
H -1.2858 -2.2146 2.0402 0.025 0.276 0.036
H -0.2882 -0.7508 2.2743 -0.248 -0.057 0.205
H -2.9876 0.7726 1.1955 0.118 -0.056 -0.271
```
Positions in Å, forces in eV/Å.

Properties
HOMO level: -11.59 eV
E: -35052.2134 eV
Kohn-Sham gap: 6.7 eV
Charge: +1
Max |F|: 1.27 eV/Å